{
  "formula": "C27H32BF2Ge2INNiSe",
  "method": "ωB97M-V/def2-TZVPD",
  "species": ["Ni", "C", "C", "Ge", "C", "C", "C", "C", "Ge", "C", "C", "C", "C", "C", "C", "C", "C", "C", "C", "H", "H", "H", "H", "H", "H", "H", "H", "H", "H", "H", "H", "H", "H", "H", "H", "H", "H", "H", "H", "H", "H", "H", "H", "H", "H", "I", "C", "C", "C", "C", "C", "C", "C", "C", "C", "C", "H", "H", "H", "H", "H", "H", "Se", "C", "N", "F", "B", "F"],
  "coordinates": [[-0.3723, -0.1602, 0.0759], [0.0200, -2.6493, 4.3991], [-0.3012, -2.4628, 2.9144], [0.0616, -0.6143, 2.3037], [-1.0634, 0.4743, 3.5611], [-0.2517, 1.3458, 4.5217], [1.9072, -0.2912, 2.9128], [2.8212, 0.0040, 1.9762], [2.0086, -0.0422, 0.1491], [2.6801, 1.5252, -0.8843], [4.1889, 1.7658, -0.9939], [2.4587, -1.7542, -0.7660], [3.9032, -2.1315, -1.0993], [4.2390, 0.2654, 2.3510], [5.3065, -0.1055, 1.5346], [6.6224, 0.1112, 1.9162], [6.9082, 0.7286, 3.1257], [5.8586, 1.1291, 3.9430], [4.5461, 0.9013, 3.5591], [-0.2012, -3.6680, 4.7311], [-0.5570, -1.9702, 5.0324], [1.0772, -2.4642, 4.6030], [-1.3499, -2.6867, 2.7074], [0.2864, -3.1576, 2.3115], [-1.6533, -0.2560, 4.1226], [-1.7903, 1.0709, 3.0184], [0.3973, 0.7411, 5.1585], [-0.8962, 1.9402, 5.1778], [0.3990, 2.0384, 3.9793], [2.2183, -0.3921, 3.9556], [2.2137, 2.3972, -0.4156], [2.2539, 1.4547, -1.8878], [4.6399, 1.9545, -0.0205], [4.3971, 2.6352, -1.6266], [4.7098, 0.9134, -1.4351], [1.8740, -1.7314, -1.6888], [2.0006, -2.5355, -0.1548], [4.4161, -1.3491, -1.6643], [3.9326, -3.0418, -1.7057], [4.4851, -2.3344, -0.1986], [5.0963, -0.5715, 0.5819], [7.4282, -0.1978, 1.2610], [7.9341, 0.9064, 3.4233], [6.0640, 1.6287, 4.8825], [3.7352, 1.2367, 4.1942], [-0.3911, 0.0795, -2.6298], [-0.1799, 2.1581, -2.6423], [0.2456, 2.7569, -3.7917], [0.6531, 4.1070, -3.7734], [0.7029, 4.7754, -2.5882], [0.2738, 4.1625, -1.3854], [0.4620, 4.8245, -0.1428], [0.1051, 4.2187, 1.0203], [-0.5818, 2.9856, 0.9791], [-0.8240, 2.3041, -0.1909], [-0.2780, 2.8554, -1.4038], [0.3237, 2.1795, -4.7030], [0.9848, 4.5794, -4.6891], [1.0954, 5.7846, -2.5391], [0.9258, 5.8043, -0.1433], [0.2846, 4.6993, 1.9735], [-0.9870, 2.5913, 1.9002], [-2.2515, -1.6835, -0.1499], [-1.1571, -3.1543, -0.1660], [-0.4910, -4.1004, -0.1997], [-2.7644, 1.2667, 1.0447], [-2.0766, 1.3254, -0.1197], [-2.8808, 1.1891, -1.2014]],
  "forces_ev_per_a": [[0.061, -0.281, -0.249], [0.003, -0.013, -0.065], [0.048, -0.080, -0.049], [-0.088, -0.013, 0.243], [0.011, -0.009, 0.032], [-0.052, -0.012, -0.050], [0.146, 0.041, -0.184], [-0.019, -0.058, 0.084], [-0.039, 0.106, 0.117], [0.117, 0.031, 0.001], [-0.075, 0.003, -0.022], [0.099, -0.013, -0.028], [-0.063, -0.022, 0.018], [-0.099, 0.038, 0.017], [-0.036, -0.053, -0.046], [0.006, 0.010, 0.015], [-0.030, -0.001, 0.000], [0.004, -0.010, -0.015], [0.004, 0.057, -0.003], [-0.004, 0.004, 0.008], [0.002, 0.005, 0.000], [-0.001, -0.008, -0.001], [0.004, -0.010, 0.031], [-0.032, 0.012, 0.000], [0.005, 0.009, 0.022], [0.006, 0.009, -0.032], [0.003, 0.007, 0.001], [0.001, -0.005, -0.005], [0.005, -0.006, 0.004], [-0.003, 0.005, -0.011], [0.011, -0.008, -0.018], [0.007, -0.006, 0.004], [0.009, -0.005, 0.024], [0.007, -0.006, 0.006], [-0.001, 0.001, 0.010], [0.006, -0.028, -0.013], [-0.013, -0.009, -0.011], [0.006, 0.002, 0.010], [0.014, 0.005, -0.001], [-0.010, -0.006, -0.015], [0.025, 0.019, 0.020], [-0.008, -0.003, -0.002], [0.000, 0.000, -0.002], [-0.005, -0.001, -0.002], [0.001, -0.005, -0.004], [0.022, 0.069, -0.052], [-0.110, -0.110, 0.174], [0.043, 0.120, -0.023], [-0.014, -0.087, -0.066], [0.013, 0.038, 0.082], [0.004, 0.003, 0.027], [0.005, -0.016, -0.103], [-0.051, -0.093, 0.036], [0.065, 0.104, 0.129], [-0.012, 0.157, -0.049], [0.087, -0.050, -0.142], [0.008, 0.021, -0.012], [-0.003, -0.008, -0.001], [-0.005, -0.005, -0.001], [0.000, -0.002, -0.011], [-0.002, 0.000, 0.004], [-0.005, 0.001, 0.009], [-0.021, 0.229, 0.297], [0.119, -0.138, -0.038], [-0.011, 0.044, -0.020], [-0.005, 0.026, -0.008], [-0.228, -0.100, -0.057], [0.065, 0.102, -0.014]],
  "homo_lumo_gap_ev": [6.6716, 6.6708],
  "total_charge": -1,
  "e_above_lowest_kcal_mol": 0.0,
  "lumo_ha": [0.074, 0.074]
}

***

{
  "formula": "C8H13OP",
  "method": "ωB97M-V/def2-TZVPD",
  "species": ["C", "C", "C", "C", "C", "C", "C", "C", "O", "P", "H", "H", "H", "H", "H", "H", "H", "H", "H", "H", "H", "H", "H"],
  "coordinates": [[-0.4342, 0.6563, -1.5963], [-1.9707, -0.8813, -0.1775], [-1.9303, -0.8925, 1.3618], [0.7137, -0.7678, 1.4995], [-1.3824, 0.5455, -0.5599], [-0.6079, -0.0658, 1.6232], [1.8406, -0.0294, 1.5075], [1.8927, 1.1023, -3.0243], [-0.6760, 1.0892, 0.6581], [1.1454, 0.7196, -1.3814], [-1.4473, -1.7550, -0.5175], [-3.0349, -1.0389, -0.3917], [-3.0050, -0.5093, 1.6960], [-1.7971, -1.8827, 1.7529], [0.8131, -1.8988, 1.4040], [-2.1505, 1.3183, -0.6168], [-0.6799, 0.4577, 2.5671], [2.7799, -0.6196, 1.9422], [1.7328, 0.9571, 1.9405], [2.1449, 0.0733, 0.3304], [1.2348, 0.9996, -3.9396], [2.2004, 2.1360, -2.8374], [2.6179, 0.2861, -3.2409]],
  "forces_ev_per_a": [[0.142, -0.529, -1.100], [-0.746, 0.766, 0.868], [-0.292, 1.402, -0.267], [-4.298, -3.841, 0.351], [-1.364, 0.085, 2.304], [-1.448, 0.814, -0.438], [6.033, 0.344, -0.686], [-0.813, -1.219, -1.229], [-0.709, -2.494, 0.846], [0.885, 0.241, -1.560], [0.689, 0.063, -0.752], [0.345, 0.397, -0.785], [2.783, -0.179, 0.044], [-0.094, -0.599, 0.197], [-0.572, 1.590, 0.035], [-0.529, -0.385, -0.552], [0.224, 0.092, 0.500], [-1.822, 1.354, -0.707], [0.237, 0.302, -0.147], [-0.094, 0.365, 2.071], [0.222, 0.579, 1.325], [0.782, -0.374, -0.767], [0.441, 1.226, 0.448]],
  "homo_lumo_gap_ev": [8.3252, 6.4530],
  "e_above_lowest_kcal_mol": 134.3,
  "lumo_ha": [0.014, -0.029]
}

***

{
  "formula": "CH3MgO2Ru",
  "method": "ωB97M-V/def2-TZVPD",
  "species": ["O", "Mg", "O", "C", "Ru", "H", "H", "H"],
  "coordinates": [[-2.0277, -1.4850, 1.3525], [-0.1863, -1.3998, 1.3945], [0.1766, 0.0775, 0.3073], [1.0386, 0.6151, -0.6356], [-2.8598, -0.2253, 0.3514], [0.7768, 0.2876, -1.6592], [0.9619, 1.7184, -0.5880], [2.1199, 0.4116, -0.5231]],
  "forces_ev_per_a": [[-0.015, -1.010, 0.844], [0.919, 0.949, -0.657], [-0.810, -1.720, 1.269], [0.527, 1.288, -1.185], [-0.173, 1.079, -0.851], [0.030, 0.163, 0.370], [-0.009, -0.412, -0.216], [-0.469, -0.337, 0.425]],
  "homo_lumo_gap_ev": [6.2542, 6.4554],
  "s_squared": 12.011,
  "spin_multiplicity": 7,
  "total_charge": 1,
  "e_above_lowest_kcal_mol": 15.6,
  "lumo_ha": [-0.205, -0.269]
}

***

{
  "formula": "C10H34O12",
  "method": "ωB97M-V/def2-TZVPD",
  "species": ["O", "H", "H", "O", "H", "H", "C", "C", "O", "O", "H", "H", "H", "H", "H", "H", "C", "C", "O", "O", "H", "H", "H", "H", "H", "H", "C", "C", "O", "O", "H", "H", "H", "H", "H", "H", "C", "C", "O", "O", "H", "H", "H", "H", "H", "H", "C", "C", "O", "O", "H", "H", "H", "H", "H", "H"],
  "coordinates": [[-2.9877, 0.6143, 1.6632], [-3.3937, 1.4340, 1.3182], [-3.2061, -0.0863, 1.0641], [-0.4527, -2.4632, 0.4915], [-0.5038, -2.6540, 1.4328], [-0.3581, -1.5233, 0.5635], [2.1035, -1.2079, 1.7149], [2.7143, -2.4341, 1.1267], [3.2954, -2.1734, -0.1261], [1.2925, -1.5697, 2.7883], [1.6173, -0.6870, 0.8692], [2.9562, -0.5530, 2.0088], [1.9350, -3.1881, 0.9569], [3.4653, -2.8735, 1.8418], [3.2248, -2.9429, -0.6821], [0.6632, -0.8081, 2.8925], [-0.0897, 1.4788, 2.0691], [-0.3362, 3.0564, 2.2699], [0.3335, 3.6731, 1.1747], [-0.5728, 0.5112, 3.0096], [1.0369, 1.4821, 2.0255], [-0.5032, 1.2103, 1.1036], [-0.0550, 3.4325, 3.2149], [-1.3720, 3.3789, 2.1771], [1.2677, 3.4348, 1.2582], [-1.4127, 0.2166, 2.6432], [-1.1711, 0.6667, -2.3451], [-0.9587, 2.0718, -1.8472], [-1.8987, 2.6218, -0.9467], [-0.6878, -0.4547, -1.4840], [-0.5946, 0.6231, -3.3034], [-2.2290, 0.5332, -2.6374], [-1.0132, 2.7239, -2.7622], [0.0739, 2.1394, -1.4337], [-1.4290, 3.4470, -0.6740], [0.2862, -0.5836, -1.5460], [3.9895, 1.7336, -0.9232], [3.4936, 1.2332, -2.3086], [2.6176, 0.1535, -2.1295], [2.8696, 2.3051, -0.1810], [4.7469, 2.4613, -1.1862], [4.4652, 0.8320, -0.4895], [4.3476, 0.8805, -2.8967], [2.8830, 2.0604, -2.7985], [3.0880, -0.6460, -1.7177], [2.3478, 1.5717, 0.0399], [-4.0114, -3.2692, -0.5499], [-4.0270, -1.9236, -1.1376], [-3.0776, -1.1801, -0.3769], [-2.7557, -3.9754, -0.7481], [-4.9242, -3.8547, -0.8690], [-4.0982, -3.0819, 0.5199], [-4.9669, -1.4421, -0.9319], [-3.7940, -1.7952, -2.1908], [-2.0973, -1.3084, -0.5970], [-2.1364, -3.3020, -0.4180]],
  "forces_ev_per_a": [[-0.050, 1.484, 1.029], [0.476, -0.776, 0.118], [-0.338, -0.833, -1.199], [-0.290, -0.557, 0.255], [0.082, -0.671, 0.284], [0.138, 1.151, -0.538], [1.401, 0.678, -0.707], [0.090, -2.130, 0.650], [0.688, 1.121, -0.606], [-0.863, 0.989, -0.146], [-0.387, -0.045, 0.377], [-0.513, -0.015, 0.139], [-0.011, 0.181, 0.427], [-0.547, 0.392, -0.616], [-0.032, -0.422, -0.084], [0.250, -0.650, 0.518], [0.512, 1.470, 0.316], [-1.072, -1.685, -1.415], [0.247, -0.128, 0.454], [1.071, 0.774, -0.095], [-0.887, -0.651, 0.179], [0.116, 0.256, -0.400], [0.952, 0.202, 1.195], [-0.248, -0.472, -0.205], [0.018, 0.265, -0.321], [-0.696, 0.219, -0.001], [0.825, -0.857, -0.566], [0.914, 0.710, -0.784], [0.658, 0.508, 0.624], [-0.276, 1.164, -0.483], [-0.346, -0.129, 0.736], [0.436, -0.475, 0.645], [0.368, -0.631, 0.430], [-0.476, 0.039, -0.192], [-0.842, -0.830, 0.162], [-0.862, 0.570, -0.406], [-0.962, -0.494, -1.642], [-0.396, 0.877, 0.734], [-0.260, -2.237, 0.768], [2.753, 0.954, -0.869], [0.036, 0.561, 0.767], [-0.286, 0.647, 0.579], [0.041, 0.553, -0.220], [0.991, -1.071, 0.350], [-0.810, 1.728, -0.627], [-1.407, -1.687, 0.474], [-0.642, -2.097, -0.002], [1.190, 1.115, 0.145], [1.661, 0.787, 0.146], [-1.291, 1.028, -0.103], [1.319, 0.126, 0.115], [-0.338, -0.186, 0.220], [-0.587, 0.135, -0.022], [-0.052, -0.514, -0.295], [-1.940, 0.181, -0.268], [0.472, -0.622, -0.023]],
  "smiles": "OCCO.OCCO.OCCO.OCCO.OCCO.O.O",
  "homo_lumo_gap_ev": 10.4170,
  "e_above_lowest_kcal_mol": 15.9,
  "lumo_ha": 0.017
}

***

{
  "formula": "C19H23GeMnN4OSe",
  "method": "ωB97M-V/def2-TZVPD",
  "species": ["Mn", "Se", "N", "C", "C", "C", "C", "C", "N", "C", "C", "N", "C", "C", "C", "C", "C", "N", "H", "H", "H", "H", "H", "H", "C", "Ge", "C", "C", "C", "H", "H", "H", "H", "H", "H", "H", "H", "H", "H", "H", "C", "O", "C", "C", "H", "H", "H", "H", "H", "H"],
  "coordinates": [[-0.0630, -0.3448, 0.5755], [5.6229, 4.3732, -0.8939], [5.3827, 2.6459, -1.1893], [4.1878, 2.3373, -0.7456], [3.6287, 0.9973, -0.8197], [4.2958, -0.0997, -1.3800], [3.6538, -1.3210, -1.4227], [2.3727, -1.4397, -0.8957], [1.7273, -0.4111, -0.3349], [2.3479, 0.8000, -0.3131], [1.5810, 1.8955, 0.2511], [0.3359, 1.5743, 0.6944], [-0.4308, 2.5411, 1.2257], [0.0109, 3.8527, 1.3339], [1.2759, 4.1842, 0.8836], [2.0893, 3.1863, 0.3265], [3.4329, 3.4139, -0.1796], [4.0237, 4.5842, -0.1672], [5.2940, 0.0307, -1.7787], [4.1268, -2.1878, -1.8617], [1.8565, -2.3886, -0.9430], [-1.4159, 2.2575, 1.5743], [-0.6418, 4.5974, 1.7672], [1.6528, 5.1967, 0.9552], [-3.6135, 0.2670, -2.0711], [-3.7243, -0.7207, -0.4095], [-4.0204, -2.6285, -0.5521], [-4.5718, 0.1659, 1.0849], [-1.6820, -0.5594, 0.2049], [-4.5852, 0.1789, -2.5620], [-2.8690, -0.1365, -2.7577], [-3.4232, 1.3242, -1.8958], [-5.0923, -2.7613, -0.7166], [-3.7688, -3.1575, 0.3665], [-3.5063, -3.0641, -1.4070], [-5.6490, 0.1501, 0.9062], [-4.2708, 1.2103, 1.1615], [-4.3911, -0.3478, 2.0286], [-0.8934, -0.4516, -0.7120], [-1.4926, -0.2158, 1.3648], [-0.5019, -3.7365, -0.6653], [0.0129, -3.3978, 0.6610], [0.1515, -2.2456, 1.1276], [0.7296, -2.1634, 2.4908], [-1.3950, -4.3298, -0.4916], [0.2694, -4.3430, -1.1344], [-0.7060, -2.8245, -1.2246], [0.0718, -2.6768, 3.2016], [0.8775, -1.1320, 2.8344], [1.6963, -2.6792, 2.5047]],
  "forces_ev_per_a": [[2.106, -0.193, 0.219], [-0.117, -0.086, 0.015], [0.004, -0.050, 0.022], [0.080, 0.056, -0.051], [-0.041, -0.028, 0.018], [-0.060, -0.005, 0.018], [-0.095, 0.018, 0.043], [0.091, -0.089, -0.088], [0.015, 0.163, 0.119], [-0.051, 0.190, 0.037], [0.142, -0.121, -0.037], [0.174, 0.143, 0.184], [-0.025, 0.099, 0.013], [0.030, -0.085, -0.035], [-0.031, -0.090, 0.011], [-0.053, -0.013, 0.022], [0.060, 0.085, -0.042], [-0.035, 0.005, 0.038], [0.014, 0.005, -0.007], [0.002, -0.014, -0.002], [0.017, 0.015, 0.032], [0.028, 0.023, -0.018], [-0.006, -0.003, 0.009], [0.005, 0.021, -0.010], [-0.038, -0.022, -0.023], [0.057, -0.004, -0.012], [-0.034, -0.015, 0.000], [-0.001, 0.020, 0.025], [-1.587, -0.295, 0.200], [0.000, 0.019, 0.003], [0.001, -0.024, 0.028], [0.008, 0.019, -0.003], [0.001, 0.003, 0.003], [0.011, 0.004, -0.001], [0.020, 0.013, 0.002], [-0.001, -0.004, -0.010], [0.001, -0.006, -0.001], [0.008, -0.011, -0.003], [-0.362, 0.173, -0.718], [-0.414, 0.028, -0.228], [-0.059, 0.012, -0.088], [0.102, 0.172, 0.167], [0.076, -0.131, 0.160], [0.039, 0.026, 0.012], [0.013, 0.011, -0.036], [-0.048, 0.016, 0.001], [-0.011, -0.041, 0.006], [-0.010, 0.017, 0.007], [-0.008, -0.008, 0.003], [-0.020, -0.015, 0.000]],
  "homo_lumo_gap_ev": [5.2881, 5.4440],
  "s_squared": 0.802,
  "spin_multiplicity": 2,
  "total_charge": 3,
  "lumo_ha": [-0.437, -0.431]
}